## a
Computed, not measured: a single C3H4O2S molecule, with ωB97M-V/def2-TZVPD.

Each line ends with the Löwdin charge.
Geometry (Å):
O: -0.195 -0.457 -2.756  0.00
C: 0.199 -0.201 -1.638  -0.35
C: -0.640 -0.137 -0.473  -0.59
S: -2.341 -0.453 -0.665  0.83
C: -0.005 0.151 0.838  -0.15
O: -0.750 0.211 1.942  0.03
H: 1.264 0.015 -1.440  0.12
H: -2.160 -0.676 -1.974  -0.12
H: 1.057 0.338 0.872  0.11
H: -0.233 0.446 2.721  0.12

Calculated values
Gap between HOMO and LUMO   0.3097 hartree



## b
Computed, not measured: a single C3H4O2S molecule, with ωB97M-V/def2-TZVPD.

Each line ends with the Löwdin charge.
Geometry (Å):
C: 1.681 -0.324 -0.179  0.04
C: 0.734 0.508 -0.610  -0.26
C: -0.633 0.692 -0.214  -0.13
S: -1.725 -0.550 0.662  0.80
O: -2.899 0.262 0.870  -0.39
O: -1.253 -1.395 1.748  -0.37
H: 2.691 -0.211 -0.366  0.03
H: 1.448 -1.328 0.385  0.11
H: 1.170 1.257 -1.197  0.08
H: -1.214 1.089 -1.098  0.09

Calculated values
Gap between HOMO and LUMO (spin up / spin down)   0.2722 / 0.2767 hartree



## c
Computed, not measured: a single C3H4O2S molecule, with ωB97M-V/def2-TZVPD.

Each line ends with the Löwdin charge.
Geometry (Å):
O: 1.150 0.480 1.851  0.11
C: 0.785 0.281 0.721  -0.57
O: 1.626 -0.147 -0.226  0.07
C: -0.629 0.527 0.220  -0.18
C: -1.323 -0.772 0.276  -0.70
S: -2.431 -1.356 1.314  0.69
H: 2.563 -0.484 0.155  0.21
H: -0.661 0.877 -0.851  0.14
H: -1.147 1.250 0.885  0.13
H: -1.012 -1.552 -0.552  0.10

Calculated values
Gap between HOMO and LUMO   0.3104 hartree



Which of them is the most stable? Correct choice: c.



## a
Computed, not measured: a molecular structure, C21H63HfN11O8P3, with ωB97M-V/def2-TZVPD.

Each line ends with the Löwdin charge.
Geometry (Å):
Hf: 11.977 -24.590 -10.481  2.15
C: 13.788 -26.937 -12.463  -0.19
O: 12.932 -26.055 -11.829  -0.40
H: 13.551 -27.118 -13.517  0.09
H: 14.831 -26.603 -12.427  0.07
H: 13.774 -27.931 -11.996  0.07
O: 16.918 -31.259 -15.356  -0.25
P: 15.790 -31.774 -14.574  0.51
N: 14.469 -30.717 -14.629  -0.27
C: 13.283 -30.907 -13.817  -0.12
C: 14.217 -30.030 -15.911  -0.07
N: 16.256 -32.048 -13.005  -0.30
C: 16.212 -31.023 -11.956  -0.12
C: 17.276 -33.107 -12.782  -0.05
N: 15.130 -33.228 -15.078  -0.25
C: 15.445 -33.724 -16.415  -0.06
C: 14.261 -34.025 -14.238  -0.08
H: 13.573 -31.343 -12.859  0.07
H: 12.482 -31.505 -14.257  0.10
H: 12.924 -29.909 -13.546  0.07
H: 15.048 -29.381 -16.176  0.07
H: 13.318 -29.425 -15.805  0.08
H: 14.068 -30.766 -16.704  0.09
H: 15.875 -31.530 -11.047  0.09
H: 17.210 -30.623 -11.768  0.08
H: 15.465 -30.268 -12.198  0.05
H: 17.830 -32.782 -11.907  0.09
H: 16.814 -34.081 -12.624  0.08
H: 17.890 -33.176 -13.681  0.09
H: 15.132 -33.013 -17.186  0.09
H: 16.530 -33.712 -16.564  0.09
H: 15.110 -34.739 -16.604  0.10
H: 13.927 -33.446 -13.380  0.06
H: 14.834 -34.855 -13.803  0.10
H: 13.445 -34.462 -14.812  0.10
O: 13.841 -25.279 -9.349  -0.44
P: 15.174 -25.854 -8.922  0.61
N: 16.297 -26.073 -10.108  -0.28
C: 17.316 -27.128 -10.006  -0.08
C: 16.649 -25.000 -11.012  -0.09
N: 15.163 -27.291 -8.088  -0.28
C: 15.098 -27.404 -6.641  -0.06
C: 14.859 -28.522 -8.832  -0.09
N: 15.936 -24.795 -7.870  -0.29
C: 15.083 -24.029 -6.948  -0.08
C: 17.359 -24.698 -7.612  -0.07
H: 17.386 -27.522 -8.994  0.08
H: 18.330 -26.854 -10.292  0.11
H: 17.033 -27.962 -10.655  0.08
H: 17.207 -25.387 -11.862  0.07
H: 17.302 -24.249 -10.547  0.10
H: 15.793 -24.389 -11.312  0.07
H: 14.497 -28.242 -6.290  0.09
H: 16.104 -27.533 -6.232  0.10
H: 14.714 -26.516 -6.145  0.06
H: 14.090 -29.150 -8.382  0.08
H: 14.611 -28.309 -9.873  0.06
H: 15.769 -29.127 -8.879  0.09
H: 15.703 -23.200 -6.606  0.10
H: 14.213 -23.671 -7.493  0.06
H: 14.794 -24.552 -6.033  0.08
H: 17.960 -25.229 -8.346  0.08
H: 17.631 -25.088 -6.627  0.10
H: 17.602 -23.634 -7.621  0.10
O: 11.525 -23.842 -12.599  -0.44
P: 11.644 -23.586 -14.093  0.59
N: 11.294 -22.022 -14.467  -0.30
C: 11.593 -20.971 -13.499  -0.09
C: 11.179 -21.546 -15.845  -0.06
N: 10.539 -24.468 -14.931  -0.29
C: 10.748 -25.883 -15.260  -0.08
C: 9.106 -24.220 -14.700  -0.08
N: 13.059 -23.987 -14.865  -0.28
C: 14.349 -24.116 -14.169  -0.08
C: 13.212 -23.967 -16.313  -0.10
H: 10.812 -20.214 -13.494  0.10
H: 12.582 -20.538 -13.689  0.10
H: 11.770 -21.317 -12.477  0.05
H: 10.454 -22.123 -16.414  0.09
H: 12.160 -21.529 -16.321  0.08
H: 10.830 -20.515 -15.819  0.10
H: 10.020 -26.243 -15.983  0.10
H: 11.718 -26.046 -15.731  0.07
H: 10.737 -26.503 -14.358  0.09
H: 8.824 -24.717 -13.767  0.09
H: 8.915 -23.151 -14.605  0.08
H: 8.506 -24.576 -15.533  0.10
H: 15.014 -23.314 -14.498  0.10
H: 14.245 -24.069 -13.088  0.05
H: 14.791 -25.056 -14.505  0.09
H: 13.765 -24.855 -16.633  0.10
H: 13.775 -23.094 -16.651  0.10
H: 12.303 -23.986 -16.911  0.09
C: 10.925 -28.656 -7.967  0.10
N: 11.529 -28.177 -9.231  -0.40
O: 11.816 -28.995 -10.051  0.15
O: 11.772 -26.966 -9.344  -0.12
H: 10.532 -27.839 -7.374  0.11
H: 11.809 -28.985 -7.411  0.11
H: 10.325 -29.515 -8.244  0.12
C: 17.304 -28.257 -14.360  0.04
N: 18.413 -27.269 -14.383  -0.44
O: 18.508 -26.481 -13.452  0.03
O: 19.215 -27.398 -15.270  0.12
H: 16.913 -28.223 -15.373  0.09
H: 16.553 -27.892 -13.664  0.07
H: 17.728 -29.214 -14.076  0.09

Calculated values
Net charge   +3
Gap between HOMO and LUMO   0.0549 hartree



## b
Computed, not measured: a molecular structure, C21H63HfN11O8P3, with ωB97M-V/def2-TZVPD.

Each line ends with the Löwdin charge.
Geometry (Å):
Hf: 16.577 23.787 12.554  2.10
C: 19.005 26.578 12.147  -0.16
O: 18.204 25.425 12.270  -0.44
H: 18.769 27.009 11.172  0.07
H: 18.753 27.253 12.966  0.06
H: 20.055 26.277 12.188  0.08
O: 15.299 25.773 12.325  -0.44
P: 14.388 26.973 12.435  0.60
N: 14.781 27.930 13.758  -0.30
C: 13.921 29.033 14.222  -0.07
C: 16.146 28.089 14.271  -0.10
N: 12.846 26.495 12.761  -0.31
C: 12.494 25.989 14.095  -0.06
C: 12.083 25.846 11.693  -0.10
N: 14.359 28.032 11.131  -0.28
C: 13.169 28.813 10.838  -0.10
C: 15.604 28.760 10.828  -0.08
H: 13.863 28.971 15.307  0.10
H: 12.935 28.878 13.783  0.08
H: 14.289 29.995 13.863  0.10
H: 16.147 28.301 15.340  0.10
H: 16.787 28.744 13.679  0.07
H: 16.571 27.078 14.269  0.05
H: 12.897 24.974 14.154  0.08
H: 12.875 26.598 14.910  0.08
H: 11.406 25.998 14.146  0.11
H: 12.635 25.897 10.752  0.08
H: 12.022 24.780 11.935  0.09
H: 11.067 26.177 11.479  0.10
H: 12.321 28.139 10.955  0.06
H: 13.033 29.748 11.383  0.10
H: 13.004 29.056 9.784  0.10
H: 15.605 29.710 11.372  0.09
H: 15.714 29.067 9.788  0.09
H: 16.465 28.208 11.207  0.06
O: 18.295 23.051 13.923  -0.47
P: 19.641 22.786 14.580  0.65
N: 20.289 24.157 15.315  -0.28
C: 21.696 24.358 15.695  -0.08
C: 19.330 25.158 15.824  -0.08
N: 20.852 22.204 13.590  -0.29
C: 21.480 23.105 12.634  -0.11
C: 20.754 20.799 13.145  -0.08
N: 19.503 21.679 15.871  -0.30
C: 20.685 21.207 16.635  -0.04
C: 18.235 21.675 16.604  -0.09
H: 22.007 25.391 15.537  0.09
H: 22.315 23.599 15.223  0.08
H: 21.810 24.204 16.772  0.09
H: 18.941 24.844 16.794  0.09
H: 18.571 25.380 15.074  0.05
H: 19.810 26.111 16.051  0.07
H: 20.936 23.211 11.690  0.08
H: 21.659 24.096 13.048  0.06
H: 22.426 22.653 12.332  0.10
H: 20.083 20.586 12.313  0.09
H: 21.744 20.407 12.906  0.10
H: 20.477 20.213 14.021  0.07
H: 20.391 20.532 17.432  0.10
H: 21.389 20.812 15.904  0.08
H: 21.206 22.086 17.023  0.07
H: 17.439 21.743 15.864  0.06
H: 18.200 22.554 17.255  0.08
H: 18.116 20.811 17.254  0.10
O: 23.704 29.553 11.489  -0.22
P: 23.430 28.810 10.256  0.52
N: 24.622 28.739 9.069  -0.25
C: 26.023 28.626 9.465  -0.06
C: 24.376 28.146 7.766  -0.10
N: 22.136 29.409 9.402  -0.30
C: 20.736 29.413 9.871  -0.08
C: 22.354 30.616 8.570  -0.07
N: 23.095 27.179 10.515  -0.21
C: 23.740 26.484 11.640  -0.06
C: 22.281 26.305 9.693  -0.09
H: 26.217 27.556 9.595  0.09
H: 26.225 29.073 10.437  0.09
H: 26.661 29.058 8.696  0.11
H: 24.904 28.642 6.948  0.11
H: 23.320 28.106 7.513  0.08
H: 24.807 27.139 7.756  0.10
H: 20.604 29.978 10.794  0.07
H: 20.112 29.702 9.030  0.09
H: 20.446 28.393 10.140  0.04
H: 23.362 30.576 8.158  0.07
H: 21.579 30.653 7.810  0.09
H: 22.361 31.486 9.230  0.10
H: 23.565 25.411 11.656  0.07
H: 24.820 26.605 11.744  0.10
H: 23.283 26.907 12.540  0.09
H: 21.366 26.764 9.320  0.07
H: 22.071 25.299 10.053  0.08
H: 22.890 26.107 8.800  0.09
C: 17.329 25.790 8.188  0.09
N: 16.294 24.960 8.867  -0.40
O: 15.418 24.481 8.196  0.17
O: 16.430 24.809 10.076  -0.13
H: 17.146 25.900 7.124  0.12
H: 18.193 25.141 8.335  0.11
H: 17.405 26.747 8.698  0.10
C: 19.867 29.345 15.209  0.06
N: 20.125 29.571 13.774  -0.44
O: 21.237 29.423 13.348  0.09
O: 19.142 29.886 13.094  0.03
H: 18.830 29.354 15.527  0.09
H: 20.419 30.158 15.680  0.12
H: 20.321 28.376 15.406  0.08

Calculated values
Net charge   +3
Gap between HOMO and LUMO   0.0589 hartree



Which of them is the most stable? Correct choice: a.



## a
Computed, not measured: a molecular structure, C5H14N4, with ωB97M-V/def2-TZVPD.

Each line ends with the Löwdin charge.
Geometry (Å):
C: -1.374 0.633 0.896  -0.19
C: 0.187 -1.191 1.641  -0.10
C: -0.355 -1.593 -1.230  -0.09
C: -1.484 1.953 0.168  -0.11
N: 0.091 -0.034 0.753  -0.25
N: 0.014 -0.319 -0.653  -0.12
C: 1.529 0.259 -0.567  -0.45
N: 1.873 0.334 -1.884  0.09
N: 2.454 0.682 0.235  0.11
H: 1.090 0.468 -2.510  0.09
H: 2.758 0.804 -2.029  0.09
H: 2.067 0.634 1.182  0.04
H: -1.439 0.810 1.974  0.10
H: -2.162 -0.063 0.607  0.10
H: -0.663 -1.868 1.524  0.07
H: 1.103 -1.769 1.482  0.09
H: 0.209 -0.847 2.680  0.09
H: -0.759 -1.405 -2.230  0.08
H: 0.517 -2.250 -1.352  0.09
H: -1.114 -2.123 -0.640  0.08
H: -1.567 1.815 -0.912  0.06
H: -2.374 2.490 0.516  0.07
H: -0.604 2.578 0.349  0.08

Calculated values
Gap between HOMO and LUMO   0.3459 hartree



## b
Computed, not measured: a molecular structure, C5H14N4, with ωB97M-V/def2-TZVPD.

Each line ends with the Löwdin charge.
Geometry (Å):
C: 1.341 2.103 0.605  -0.11
N: 2.041 -1.236 -0.047  0.05
N: 1.590 -0.159 0.608  -0.04
N: 1.582 0.892 -0.156  -0.15
H: 2.667 -1.080 -0.832  0.11
H: 2.207 -2.031 0.545  0.10
H: 0.554 1.939 1.346  0.07
H: 2.268 2.439 1.071  0.07
H: 0.993 2.871 -0.084  0.07
C: -1.940 1.348 -0.051  -0.07
C: -0.760 -2.362 0.112  -0.14
C: -1.268 0.062 -0.467  -0.48
N: -0.550 0.165 -1.616  0.03
C: -1.123 -0.951 0.448  -0.16
H: 0.595 0.737 -1.190  0.15
H: -0.179 -0.738 -1.899  0.04
H: -1.610 -0.823 1.406  0.09
H: -2.071 1.417 1.028  0.07
H: -2.924 1.393 -0.524  0.08
H: -1.394 2.226 -0.395  0.06
H: -0.051 -2.418 -0.716  0.04
H: -1.651 -2.932 -0.168  0.07
H: -0.317 -2.861 0.976  0.06

Calculated values
Gap between HOMO and LUMO (spin up / spin down)   0.2930 / 0.2930 hartree



## c
Computed, not measured: a single C5H14N4 molecule, with ωB97M-V/def2-TZVPD.

Each line ends with the Löwdin charge.
Geometry (Å):
H: 0.712 2.665 2.119  0.05
N: -0.186 2.901 1.663  0.05
N: -0.411 2.073 0.780  -0.02
N: 0.633 1.019 0.785  -0.22
N: 1.943 1.529 0.753  0.04
C: 0.210 -0.166 0.032  -0.49
C: 0.785 -1.415 0.727  -0.05
C: 0.704 -0.118 -1.421  -0.06
C: -1.468 -0.300 0.076  -0.18
C: -2.166 -1.194 -0.939  -0.13
H: 2.677 0.830 0.685  0.08
H: 2.050 2.110 -0.081  0.08
H: 0.432 -2.329 0.242  0.08
H: 0.473 -1.441 1.777  0.08
H: 1.880 -1.428 0.720  0.07
H: 0.247 0.712 -1.970  0.09
H: 0.502 -1.054 -1.948  0.08
H: 1.792 -0.018 -1.497  0.07
H: -1.694 -0.718 1.064  0.10
H: -2.059 0.623 0.069  0.08
H: -3.238 -1.304 -0.741  0.07
H: -1.715 -2.192 -0.942  0.07
H: -2.103 -0.786 -1.952  0.07

Calculated values
Gap between HOMO and LUMO   0.3355 hartree



Which of them is the most stable? Correct choice: c.



## a
Computed, not measured: a single C3H8N2O molecule, with ωB97M-V/def2-TZVPD.

Each line ends with the Löwdin charge.
Geometry (Å):
C: -0.943 -0.658 0.866  -0.07
N: -0.149 0.300 0.105  -0.18
C: -0.945 1.202 -0.712  -0.08
C: 1.008 -0.184 -0.514  -0.58
N: 1.902 -0.791 0.361  0.14
O: 1.230 -0.087 -1.710  0.06
H: -0.282 -1.381 1.343  0.08
H: -1.524 -0.145 1.641  0.09
H: -1.629 -1.208 0.199  0.09
H: -0.306 1.967 -1.155  0.09
H: -1.477 0.688 -1.523  0.09
H: -1.683 1.705 -0.079  0.09
H: 2.769 -1.037 -0.095  0.10
H: 2.027 -0.372 1.274  0.10

Calculated values
Gap between HOMO and LUMO   0.3741 hartree



## b
Computed, not measured: 2 unconnected molecules or ions with the total composition C3H8N2O, with ωB97M-V/def2-TZVPD.

Each line ends with the Löwdin charge.
Geometry (Å):
C: -0.080 1.371 1.799  -0.11
N: 0.186 1.742 0.592  -0.08
C: 1.630 1.239 0.277  -0.14
H: -0.915 1.923 2.249  0.06
H: 0.602 1.093 2.660  0.09
H: 2.396 2.093 0.193  0.09
H: 1.674 0.333 0.920  0.06
H: 1.675 0.991 -0.884  0.08
N: -0.906 -0.566 -1.625  0.11
C: -0.659 -1.806 -1.018  -0.37
O: -0.501 -2.098 0.161  0.01
H: -0.583 -0.501 -2.576  0.08
H: -0.579 0.284 -1.171  0.05
H: -0.565 -2.483 -1.794  0.09

Calculated values
Gap between HOMO and LUMO   0.4026 hartree



## c
Computed, not measured: 2 unconnected molecules or ions with the total composition C3H8N2O, with ωB97M-V/def2-TZVPD.

Each line ends with the Löwdin charge.
Geometry (Å):
C: -0.907 0.828 -1.435  -0.11
C: -0.225 1.155 -0.197  -0.11
C: 0.342 1.496 0.807  -0.19
N: 0.985 1.901 1.921  0.06
H: -1.975 1.007 -1.320  0.08
H: -0.534 1.451 -2.248  0.08
H: -0.751 -0.222 -1.689  0.05
H: 0.418 1.839 2.758  0.09
H: 1.889 1.461 2.045  0.09
N: 0.000 -2.375 -0.580  -0.04
O: 0.399 -1.772 0.656  -0.16
H: -0.697 -3.076 -0.330  0.07
H: 0.822 -2.875 -0.919  0.07
H: 0.232 -0.818 0.532  0.02

Calculated values
Gap between HOMO and LUMO   0.3474 hartree



## d
Computed, not measured: a single C3H8N2O molecule, with ωB97M-V/def2-TZVPD.

Each line ends with the Löwdin charge.
Geometry (Å):
C: 0.808 -0.749 -1.541  -0.17
N: 0.581 0.587 -0.960  0.05
C: 0.019 0.539 0.214  -0.44
C: -0.005 1.628 1.165  -0.06
N: -0.586 -0.669 0.753  -0.08
O: -1.629 -1.092 -0.134  -0.09
H: 1.150 -1.520 -0.797  0.08
H: -0.033 -1.182 -2.181  0.09
H: 1.672 -0.753 -2.246  0.07
H: -0.969 2.155 1.332  0.09
H: 0.248 1.156 2.192  0.11
H: 0.767 2.343 0.884  0.08
H: -0.935 -0.545 1.794  0.16
H: -1.087 -1.897 -0.476  0.12

Calculated values
Gap between HOMO and LUMO   0.3764 hartree



Which of them is the most stable? Correct choice: a.